Record 1
C4H6N2O | ωB97M-V with the def2-TZVPD basis set

Relative energy (zero: lowest compared OMol25 entry of this formula, charge and spin)   127.69 kcal per mole
LUMO level   0.49 eV
E_tot   -9267.9647 eV
Frontier orbital gap   0.3438 Ha

Structure (ORCA input):
```
! RIJCOSX wB97M-V def2-TZVPD def2/J DEFGRID3
* xyz 0 1
C -0.0029 -1.0927 0.6696
C 0.8959 -0.9197 -0.5331
O 0.2477 -0.0816 -1.5070
C -0.5148 0.8625 -0.9501
N -0.9918 1.8322 -1.5976
C -0.7577 0.6619 0.5185
N -1.2125 1.2265 1.5050
H -0.8244 -1.7926 0.5009
H 0.5708 -1.3848 1.5589
H -0.5506 -0.0219 1.5320
H 1.1018 -1.8587 -1.0509
H 1.8479 -0.4551 -0.2518
H -1.5613 2.4102 -0.9778
*
```

Quick look at the Löwdin charges, all values in e: -0.08 -0.19 0.00 -0.43 0.19 -0.31 0.15 0.11 0.11 0.13 0.13 0.13 0.07

=====

Record 2
C11H11Br6F3O9 | ωB97M-V with the def2-TZVPD basis set

Relative energy (zero: lowest compared OMol25 entry of this formula, charge and spin)   34.84 kcal per mole
LUMO level   -0.98 eV
SMILES   O=C1OC[C@@H](F)O1.O=C1OC[C@@H](F)O1.O=C1OC[C@@H](F)O1.BrC(Br)Br.BrC(Br)Br
E_tot   -458418.0042 eV
Frontier orbital gap   0.3438 Ha

Structure (ORCA input):
```
! RIJCOSX wB97M-V def2-TZVPD def2/J DEFGRID3
* xyz 0 1
O -4.8124 2.9858 -0.0028
C -3.7191 2.8924 -0.4938
O -3.3409 3.3259 -1.6466
C -1.9696 3.1907 -1.9469
C -1.6447 2.2755 -0.7890
F -0.5215 2.5218 -0.0941
O -2.7596 2.2841 0.1087
H -1.8747 2.7055 -2.9183
H -1.4768 4.1588 -1.8575
H -1.6230 1.2527 -1.1652
O 0.1612 -0.0310 -2.8013
C 1.3349 -0.1611 -2.8917
O 2.2379 0.8631 -2.9086
C 3.4558 0.3479 -3.3551
C 3.4613 -1.0820 -2.8232
F 3.8119 -1.2126 -1.4930
O 2.0525 -1.2831 -2.8088
H 3.5653 0.3757 -4.4393
H 4.3522 0.8847 -3.0445
H 4.1356 -1.6768 -3.4393
O -5.9967 -0.6072 4.0944
C -4.7994 -0.3491 3.9570
O -4.3745 0.8814 4.0932
C -2.9857 0.9809 3.5826
C -2.6591 -0.4157 3.1106
F -1.5981 -1.0014 3.5724
O -3.8125 -1.1400 3.4832
H -2.9793 1.8158 2.8819
H -2.3040 1.2264 4.3969
H -2.6206 -0.5836 2.0343
Br 2.7013 0.6360 1.0434
C 1.6292 -1.0779 0.9621
Br -0.2937 -0.8306 0.3612
Br 1.7149 -1.9371 2.7756
H 2.1523 -1.7331 0.2655
Br 4.5835 -4.7574 -1.8299
C 4.2649 -4.0648 0.0292
Br 5.7380 -4.2274 1.3620
Br 2.4744 -4.4515 0.7042
H 4.3391 -2.9819 -0.0695
*
```

Quick look at the Löwdin charges, all values in e: 0.16 -0.66 0.10 -0.01 -0.33 0.06 0.15 0.15 0.15 0.12 0.15 -0.56 0.07 -0.09 -0.25 0.00 0.12 0.14 0.15 0.16 0.12 -0.56 0.09 0.02 -0.39 0.09 0.13 0.13 0.14 0.12 0.54 -1.39 0.67 0.51 -0.10 0.54 -1.50 0.56 0.59 -0.08

=====

Question: What is the frontier orbital gap in the first record?
Answer: 0.3438 Ha

=====

Question: What is the frontier orbital gap in the second record?
Answer: 0.3438 Ha

=====

Question: Number 1 is which compound?
Answer: C4H6N2O

=====

Repeat the second record exactly.
C11H11Br6F3O9 | ωB97M-V with the def2-TZVPD basis set

Relative energy (zero: lowest compared OMol25 entry of this formula, charge and spin)   34.84 kcal per mole
LUMO level   -0.98 eV
SMILES   O=C1OC[C@@H](F)O1.O=C1OC[C@@H](F)O1.O=C1OC[C@@H](F)O1.BrC(Br)Br.BrC(Br)Br
E_tot   -458418.0042 eV
Frontier orbital gap   0.3438 Ha

Structure (ORCA input):
```
! RIJCOSX wB97M-V def2-TZVPD def2/J DEFGRID3
* xyz 0 1
O -4.8124 2.9858 -0.0028
C -3.7191 2.8924 -0.4938
O -3.3409 3.3259 -1.6466
C -1.9696 3.1907 -1.9469
C -1.6447 2.2755 -0.7890
F -0.5215 2.5218 -0.0941
O -2.7596 2.2841 0.1087
H -1.8747 2.7055 -2.9183
H -1.4768 4.1588 -1.8575
H -1.6230 1.2527 -1.1652
O 0.1612 -0.0310 -2.8013
C 1.3349 -0.1611 -2.8917
O 2.2379 0.8631 -2.9086
C 3.4558 0.3479 -3.3551
C 3.4613 -1.0820 -2.8232
F 3.8119 -1.2126 -1.4930
O 2.0525 -1.2831 -2.8088
H 3.5653 0.3757 -4.4393
H 4.3522 0.8847 -3.0445
H 4.1356 -1.6768 -3.4393
O -5.9967 -0.6072 4.0944
C -4.7994 -0.3491 3.9570
O -4.3745 0.8814 4.0932
C -2.9857 0.9809 3.5826
C -2.6591 -0.4157 3.1106
F -1.5981 -1.0014 3.5724
O -3.8125 -1.1400 3.4832
H -2.9793 1.8158 2.8819
H -2.3040 1.2264 4.3969
H -2.6206 -0.5836 2.0343
Br 2.7013 0.6360 1.0434
C 1.6292 -1.0779 0.9621
Br -0.2937 -0.8306 0.3612
Br 1.7149 -1.9371 2.7756
H 2.1523 -1.7331 0.2655
Br 4.5835 -4.7574 -1.8299
C 4.2649 -4.0648 0.0292
Br 5.7380 -4.2274 1.3620
Br 2.4744 -4.4515 0.7042
H 4.3391 -2.9819 -0.0695
*
```

Quick look at the Löwdin charges, all values in e: 0.16 -0.66 0.10 -0.01 -0.33 0.06 0.15 0.15 0.15 0.12 0.15 -0.56 0.07 -0.09 -0.25 0.00 0.12 0.14 0.15 0.16 0.12 -0.56 0.09 0.02 -0.39 0.09 0.13 0.13 0.14 0.12 0.54 -1.39 0.67 0.51 -0.10 0.54 -1.50 0.56 0.59 -0.08